The following is a quantum chemistry calculation of a single C17H16BrNO3S molecule at a distorted geometry, from the OMol25 dataset.

Cartesian coordinates (Å):
O -0.377 1.535 -1.544
C 0.290 1.900 -0.741
C 1.976 2.134 -1.054
O 2.602 1.232 -0.105
C 2.732 1.307 1.037
O 2.401 2.256 1.817
C 3.468 -0.160 1.760
S 2.168 -1.037 2.450
C 1.250 -1.512 0.905
C 1.998 -1.604 -0.546
C 1.183 -1.863 -1.530
C -0.325 -1.912 -1.542
C -1.053 -2.007 -2.645
C -2.372 -2.463 -2.476
C -3.028 -2.282 -1.498
C -2.326 -2.258 -0.201
C -0.701 -2.198 -0.212
C -0.146 -1.608 1.015
Br -0.852 -1.747 2.667
N -0.143 2.315 0.502
C -1.465 2.528 0.772
C -1.846 1.838 1.837
C -2.318 1.462 0.674
H 2.232 3.070 -0.398
H 2.282 1.927 -1.960
H 3.973 0.310 2.738
H 4.242 -0.504 0.971
H 2.929 -1.472 -0.520
H 1.644 -1.737 -2.681
H -0.527 -2.063 -3.692
H -3.012 -2.581 -3.303
H -3.973 -2.650 -1.347
H -2.938 -2.053 0.901
H 0.772 2.740 1.244
H -1.823 3.477 0.786
H -2.547 2.308 2.673
H -1.214 1.282 2.569
H -3.390 1.717 0.367
H -1.766 0.377 0.310

For the total energy, the calculation gives -106384.7610 eV. The value obtained for the HOMO energy is -7.783 eV. The multiplicity is 1. The calculation puts the lowest unoccupied orbital energy at -0.08 eV. As for the HOMO-LUMO gap: 7.70 eV. The SMILES is O=C(COC(=O)CSc1ccc2ccccc2c1Br)NC1CC1. The energy above the lowest of the compared OMol25 structures with the same formula, charge and spin is 1389.0 kJ/mol.